No. 1
ORCA calculation (ωB97M-V/def2-TZVPD) on a structure of composition C28H44BrN3P2Pd.

Results
frontier orbital gap (spin up / spin down)	7.35 / 3.79	eV
M	670.95	g mol⁻¹
ΔE to the lowest compared entry with this formula, charge and spin	1.093	eV
total energy	-4641.4822	hartree
total charge	+2
multiplicity	3
E_HOMO (spin up / spin down)	-0.4624 / -0.4620	hartree

Geometry (Å):
N 5.493 -4.558 -6.371
C 6.198 -3.655 -5.673
C 5.612 -2.793 -4.724
C 4.197 -2.744 -4.526
C 3.498 -3.713 -5.297
C 4.175 -4.605 -6.152
C 3.548 -1.825 -3.558
Pd 0.936 1.193 -1.017
P -2.223 -0.165 4.599
C 2.257 -1.946 -3.094
C 1.650 -1.614 -1.831
C 0.838 -2.483 -1.133
C 0.571 -2.438 0.237
C 1.187 -1.466 0.987
C 2.034 -0.467 0.362
C 2.102 -0.450 -1.096
Br 1.330 -1.584 2.880
H 4.208 -1.030 -3.200
H 1.656 -2.592 -3.727
H 6.299 -2.175 -4.148
H 2.427 -3.837 -5.249
H 7.287 -3.642 -5.882
H 3.649 -5.381 -6.731
H 0.431 -3.312 -1.655
H 2.947 0.074 -1.568
H 0.071 -3.251 0.747
H 2.797 0.071 0.923
P -1.570 1.369 -0.834
C -0.618 -0.708 5.317
C -0.725 -1.798 6.394
H -0.050 0.177 5.675
H -0.035 -1.192 4.491
H 0.294 -2.043 6.732
H -1.311 -1.442 7.252
H -1.172 -2.722 5.993
C -2.649 -1.422 3.319
C -4.061 -1.953 3.651
H -1.905 -2.240 3.335
H -2.613 -0.945 2.323
H -4.297 -2.827 3.032
H -4.138 -2.258 4.708
H -4.824 -1.181 3.469
C -1.924 1.410 3.761
C -2.321 2.535 4.728
H -2.548 1.445 2.858
H -0.870 1.491 3.452
H -2.655 3.435 4.215
H -3.144 2.232 5.377
H -1.505 2.835 5.384
C -2.806 2.769 -0.561
C -3.243 3.670 -1.729
H -2.288 3.388 0.194
H -3.714 2.374 -0.061
H -2.384 4.196 -2.174
H -3.789 3.115 -2.511
H -3.934 4.442 -1.343
C -2.598 -0.042 -0.169
C -2.768 -1.256 -1.090
H -3.587 0.333 0.174
H -2.012 -0.312 0.728
H -3.227 -0.968 -2.051
H -1.795 -1.748 -1.264
H -3.436 -1.990 -0.608
C -1.410 0.978 -2.685
C -0.363 1.938 -3.263
H -2.370 0.939 -3.224
H -1.008 -0.052 -2.683
H 0.005 1.525 -4.213
H -0.785 2.941 -3.403
H 0.589 2.069 -2.631
N 0.728 4.232 0.075
C 1.538 5.133 0.716
C 2.687 4.485 1.162
C 2.430 3.151 0.784
N 1.329 3.013 0.031
H -0.212 4.381 -0.297
H 1.277 6.169 0.705
H 3.578 4.996 1.592
H 3.034 2.322 1.066

***

No. 2
ORCA calculation (ωB97M-V/def2-TZVPD) on a structure of composition C49H33Cl4IrN5OS.

Results
frontier orbital gap (spin up / spin down)	4.32 / 5.24	eV
M	1073.93	g mol⁻¹
total energy	-4578.8668	hartree
total charge	+2
multiplicity	2
E_HOMO (spin up / spin down)	-0.4341 / -0.4738	hartree

Geometry (Å):
Ir 0.373 0.141 -0.336
Cl 1.651 -8.930 1.450
C 1.510 -7.272 1.032
C 1.896 -6.834 -0.234
C 1.806 -5.494 -0.550
C 1.325 -4.561 0.373
C 0.940 -5.018 1.639
C 1.024 -6.355 1.963
C 1.196 -3.134 0.050
C 1.800 -2.206 0.923
C 2.775 -2.481 1.934
C 3.236 -1.277 2.394
C 2.515 -0.260 1.698
C 2.591 1.166 1.846
C 3.824 1.875 1.909
C 3.841 3.290 1.857
C 5.010 3.999 1.759
C 6.233 3.325 1.705
Cl 7.694 4.204 1.563
C 6.249 1.929 1.751
C 5.076 1.222 1.842
C 1.345 1.904 1.807
N 0.384 1.683 0.898
C -0.615 2.621 1.087
C -1.680 2.829 0.190
C -2.514 4.033 0.345
C -3.282 4.307 1.477
C -3.998 5.484 1.569
C -3.937 6.420 0.536
Cl -4.791 7.901 0.661
C -3.182 6.154 -0.605
C -2.486 4.969 -0.696
C -1.881 2.074 -0.975
C -2.903 2.258 -1.962
C -2.612 1.421 -3.001
C -1.430 0.705 -2.636
N -1.043 1.069 -1.404
C -0.683 -0.246 -3.418
C -0.265 -1.454 -2.737
C -0.403 -2.793 -3.188
C 0.037 -3.608 -2.174
C 0.507 -2.763 -1.125
N 0.252 -1.459 -1.490
C -0.267 0.070 -4.738
C 0.658 -0.753 -5.424
C 1.211 -0.365 -6.616
C 0.864 0.860 -7.192
Cl 1.574 1.349 -8.665
C -0.026 1.706 -6.525
C -0.578 1.320 -5.332
C -0.274 3.407 2.224
C 0.941 2.961 2.677
N 1.648 -0.844 0.841
H 2.270 -7.542 -0.957
H 2.147 -5.155 -1.516
H 0.540 -4.324 2.362
H 0.722 -6.699 2.939
H 3.108 -3.454 2.242
H 3.942 -1.118 3.185
H 2.911 3.835 1.875
H 4.996 5.077 1.727
H 7.194 1.411 1.712
H 5.121 0.145 1.847
H -3.338 3.581 2.274
H -4.605 5.690 2.436
H -3.136 6.874 -1.408
H -1.884 4.765 -1.569
H -3.740 2.921 -1.870
H -3.168 1.273 -3.906
H -0.838 -3.100 -4.118
H 0.018 -4.678 -2.167
H 0.964 -1.686 -4.979
H 1.937 -0.987 -7.112
H -0.258 2.670 -6.950
H -1.228 2.009 -4.814
H -0.860 4.200 2.642
H 1.483 3.284 3.544
S 4.782 0.458 -2.400
C 4.362 1.969 -1.712
C 3.056 1.974 -1.338
N 2.397 0.813 -1.581
C 3.172 -0.068 -2.144
H 5.071 2.766 -1.635
H 2.534 2.803 -0.898
H 2.845 -1.046 -2.440
C -2.591 -1.837 3.010
C -1.489 -1.870 1.962
O -1.601 -0.772 1.060
H -2.296 -2.430 3.870
H -3.524 -2.234 2.618
H -2.751 -0.811 3.335
H -1.507 -2.816 1.405
H -0.510 -1.761 2.430
H -2.486 -0.795 0.674

***

No. 3
ORCA calculation (ωB97M-V/def2-TZVPD) on a structure of composition C4H8ClO2TiY.

Results
frontier orbital gap (spin up / spin down)	5.01 / 5.02	eV
M	260.33	g mol⁻¹
total energy	-1654.1690	hartree
total charge	+3
multiplicity	4
E_HOMO (spin up / spin down)	-0.7022 / -0.7021	hartree

Geometry (Å):
Y -0.587 3.218 2.841
Ti -3.230 2.181 0.091
Cl -1.716 3.158 1.057
O 0.197 1.366 -0.946
C -0.295 0.517 -0.150
O 0.043 -0.825 -0.169
C 0.920 -1.397 -1.124
C 2.178 -1.964 -0.533
C -1.441 0.740 0.716
H 1.086 -0.715 -1.957
H 0.301 -2.247 -1.410
H 2.187 -2.868 0.077
H 2.637 -1.251 0.152
H 2.867 -2.254 -1.326
H -1.372 0.083 1.583
H -2.293 0.470 0.092
H -1.481 1.789 1.007

***

No. 4
ORCA calculation (ωB97M-V/def2-TZVPD) on a structure of composition C30H53O13P.

Results
frontier orbital gap	7.72	eV
M	652.71	g mol⁻¹
total energy	-2493.6361	hartree
total charge	0
multiplicity	1
E_HOMO	-0.2808	hartree

Geometry (Å):
C -8.783 -3.092 -1.823
C -7.929 -2.330 -0.870
C -8.062 -0.679 -0.800
P -6.382 0.038 -0.130
C -6.088 1.804 -0.795
O -4.760 2.041 -1.381
C -3.672 1.827 -0.414
C -3.897 2.101 1.220
C -2.706 1.883 2.352
C -3.035 2.138 3.952
C -1.226 1.417 1.823
C -0.962 1.171 0.194
C -2.163 1.345 -0.953
C -1.782 1.067 -2.523
C -0.394 0.166 -2.725
C -2.943 0.309 -3.398
H -9.410 -2.589 -2.691
H -8.872 -4.262 -1.688
H -7.164 -2.957 -0.201
H -8.945 -0.457 -0.030
H -8.376 -0.186 -1.818
H -5.335 -0.862 -0.627
H -6.871 1.961 -1.682
H -6.331 2.669 -0.021
H -4.942 2.477 1.658
H -2.614 1.189 4.540
H -4.207 2.135 4.151
H -2.557 3.116 4.381
H -0.361 1.292 2.610
H 0.155 0.868 -0.081
H -1.525 2.125 -3.010
H -0.203 0.149 -3.895
H -0.570 -0.964 -2.417
H 0.547 0.646 -2.220
H -2.503 -0.039 -4.439
H -3.489 -0.559 -2.835
H -3.759 1.135 -3.659
C 1.101 -1.588 1.759
C -0.222 -2.097 2.305
O -0.395 -3.489 2.015
C 0.311 -4.345 2.794
O 1.059 -4.034 3.710
O 0.061 -5.608 2.369
C 0.823 -6.605 3.045
H 1.190 -1.815 0.692
H 1.189 -0.508 1.902
H 1.948 -2.070 2.257
H -1.044 -1.566 1.812
H -0.317 -1.910 3.381
H 0.705 -6.530 4.131
H 1.877 -6.519 2.763
H 0.459 -7.586 2.726
C 4.780 -3.468 5.336
C 4.256 -2.979 3.997
O 5.228 -2.163 3.333
C 6.251 -2.829 2.744
O 6.405 -4.042 2.725
O 7.090 -1.915 2.196
C 8.268 -2.482 1.626
H 5.118 -2.626 5.948
H 4.004 -4.014 5.880
H 5.640 -4.132 5.208
H 3.374 -2.350 4.163
H 3.943 -3.810 3.355
H 8.024 -3.268 0.904
H 8.911 -2.872 2.420
H 8.808 -1.689 1.102
C 9.776 -0.488 -5.413
C 9.969 -1.783 -4.644
O 9.747 -1.585 -3.243
C 8.450 -1.495 -2.860
O 7.475 -1.576 -3.593
O 8.419 -1.277 -1.522
C 7.108 -1.063 -1.002
H 10.399 0.307 -4.992
H 10.034 -0.622 -6.467
H 8.739 -0.142 -5.356
H 11.006 -2.118 -4.756
H 9.328 -2.584 -5.029
H 6.431 -1.877 -1.279
H 6.723 -0.102 -1.357
H 7.176 -1.028 0.088
C -5.725 8.964 -1.104
C -4.596 8.269 -0.361
O -4.946 6.915 -0.048
C -4.877 6.036 -1.077
O -4.538 6.294 -2.223
O -5.268 4.821 -0.621
C -5.336 3.819 -1.633
H -6.661 8.885 -0.542
H -5.491 10.020 -1.262
H -5.902 8.503 -2.080
H -4.422 8.780 0.591
H -3.656 8.306 -0.924
H -4.392 3.742 -2.183
H -6.164 4.038 -2.315
H -5.531 2.858 -1.149

***

No. 5
ORCA calculation (ωB97M-V/def2-TZVPD) on an isolated molecule of C13H15N5O6.

Results
frontier orbital gap	9.60	eV
M	337.29	g mol⁻¹
ΔE to the lowest compared entry with this formula, charge and spin	0.000	eV
SMILES	Cn1c(N)c(C(=O)COC(=O)C2=NNC(=O)CC2)c(=O)n(C)c1=O
total energy	-1229.6903	hartree
total charge	0
multiplicity	1
E_HOMO	-0.3394	hartree

Geometry (Å):
C -2.332 4.499 0.295
N -1.129 3.775 -0.070
C -0.943 2.488 0.335
N -1.868 1.913 1.096
C 0.217 1.787 -0.042
C 0.348 0.393 0.317
O -0.436 -0.197 1.057
C 1.503 -0.395 -0.285
O 1.339 -1.770 0.014
C 0.286 -2.354 -0.580
O -0.401 -1.818 -1.409
C 0.110 -3.745 -0.091
N -0.687 -4.493 -0.752
N -0.876 -5.761 -0.355
C -0.552 -6.297 0.867
O -0.785 -7.454 1.121
C 0.029 -5.289 1.835
C 0.865 -4.232 1.114
C 1.240 2.459 -0.806
O 2.305 1.980 -1.143
N 0.946 3.786 -1.155
C 1.925 4.525 -1.936
C -0.189 4.468 -0.838
O -0.385 5.610 -1.182
H -2.239 5.498 -0.128
H -2.421 4.577 1.379
H -3.217 4.018 -0.126
H -2.757 2.342 1.274
H -1.675 0.928 1.319
H 2.454 -0.086 0.150
H 1.535 -0.237 -1.367
H -1.404 -6.331 -1.005
H 0.609 -5.815 2.593
H -0.821 -4.813 2.335
H 1.100 -3.403 1.778
H 1.811 -4.665 0.771
H 2.779 3.871 -2.092
H 1.490 4.818 -2.891
H 2.224 5.422 -1.396

***

No. 6
ORCA calculation (ωB97M-V/def2-TZVPD) on an isolated molecule of C18H20N4O4S2.

Results
frontier orbital gap	8.05	eV
M	420.52	g mol⁻¹
ΔE to the lowest compared entry with this formula, charge and spin	0.206	eV
SMILES	CCn1c(=S)sc2c(=O)n(CC(=O)Nc3cc(OC)ccc3OC)c(C)nc21
total energy	-2014.3327	hartree
total charge	0
multiplicity	1
E_HOMO	-0.2898	hartree

Geometry (Å):
C -4.316 -1.275 1.329
C -4.159 -1.163 -0.182
N -3.123 -0.221 -0.549
C -3.354 1.119 -0.656
S -4.775 1.850 -0.322
S -1.894 1.953 -1.211
C -1.037 0.439 -1.247
C 0.315 0.208 -1.633
O 1.099 1.016 -2.083
N 0.691 -1.152 -1.449
C 2.078 -1.466 -1.740
C 2.865 -1.958 -0.521
O 3.419 -3.037 -0.514
N 2.902 -1.124 0.534
C 2.347 0.179 0.621
C 3.002 1.252 0.056
C 2.450 2.534 0.111
O 3.170 3.515 -0.482
C 2.588 4.793 -0.600
C 1.240 2.710 0.769
C 0.591 1.635 1.357
C 1.125 0.359 1.288
O 0.549 -0.777 1.793
C -0.614 -0.635 2.571
C -0.186 -2.111 -1.057
C 0.260 -3.527 -0.964
N -1.433 -1.875 -0.774
C -1.850 -0.599 -0.851
H -4.550 -0.302 1.755
H -3.404 -1.657 1.780
H -5.131 -1.956 1.557
H -3.872 -2.125 -0.609
H -5.094 -0.813 -0.627
H 2.143 -2.236 -2.513
H 2.524 -0.537 -2.114
H 3.344 -1.495 1.366
H 3.939 1.110 -0.456
H 2.442 5.260 0.380
H 3.295 5.385 -1.178
H 1.633 4.746 -1.131
H 0.774 3.680 0.828
H -0.348 1.813 1.856
H -0.880 -1.643 2.885
H -1.438 -0.207 1.992
H -0.431 -0.014 3.453
H -0.595 -4.138 -0.694
H 1.038 -3.645 -0.214
H 0.666 -3.868 -1.915

***

no.,strongest force on any atom (eV/A)
1,3.50
2,2.70
3,12.61
4,15.71
5,1.01
6,1.63